[1]
Here is CHCuNO4S as an isolated structure from the OMol25 dataset. Energies are from ωB97M-V with the def2-TZVPD basis set.

Each line ends with the Mulliken charge.
CARTESIAN COORDINATES (ANGSTROEM)
Cu: 0.365379 0.033254 -0.222263  -0.086
O: -3.129478 0.136986 0.499080  -0.691
S: -1.872375 -0.441496 0.938264  1.629
O: -1.990520 -1.322613 2.086345  -0.691
O: -1.189370 -1.177605 -0.227128  -0.756
O: -0.845499 0.665623 1.220581  -0.759
N: 2.943564 0.606296 -1.558369  -0.293
C: 1.925727 0.397644 -1.014936  0.366
H: 3.792571 1.101912 -1.721574  0.282

Force components x, y, z for each atom (eV/Å):
Cu 0.0 0.0 0.0
O 0.0 0.0 0.0
S 0.0 0.0 0.0
O 0.0 0.0 0.0
O 0.0 0.0 0.0
O 0.0 0.0 -0.1
N 0.0 0.0 0.0
C 0.0 0.0 0.0
H 0.0 0.0 0.0

## Properties
ΔE to the lowest compared entry with this formula, charge and spin = 0.0 kcal/mol
Charge = -1
2S+1 = 1
Lowest unoccupied orbital energy = 2.88 eV
Orbital gap = 7.46 eV
Highest occupied orbital energy = -4.578 eV
Total energy = -2433.159424 a.u.
M = 186.64 g/mol



[2]
Here is a 6-piece molecular cluster, C37H89ClN5O7P overall in a non-equilibrium geometry from the OMol25 dataset. Energies are from ωB97M-V with the def2-TZVPD basis set.

Each line ends with the Mulliken charge.
CARTESIAN COORDINATES (ANGSTROEM)
Cl: -0.197945 -0.495768 -0.803659  1.318
O: 0.745369 -1.288920 -0.078997  -0.675
O: -1.233220 -0.046947 0.056192  -0.642
O: 0.534344 0.591813 -1.406385  -0.377
O: -0.845056 -1.270401 -1.832727  -0.700
C: 0.888194 4.007765 1.152962  -0.402
C: 0.629164 4.567781 -0.231861  -0.828
N: 1.757151 4.361843 -1.144411  0.391
C: 1.628904 3.635202 -2.309480  -0.172
C: 2.824800 3.743938 -2.955083  -0.738
N: 3.659364 4.542453 -2.195637  0.198
C: 2.968280 4.964654 -1.161248  -0.173
C: 5.015108 4.924157 -2.528466  -0.798
H: 1.732376 4.440832 1.684850  0.484
H: 0.847656 2.919205 1.132758  -0.056
H: 0.035185 4.279677 1.784923  0.395
H: 0.363111 5.628903 -0.213370  0.381
H: -0.266390 4.191490 -0.726331  0.032
H: 0.710352 3.104265 -2.480564  0.356
H: 3.226320 3.245536 -3.819805  0.442
H: 3.307042 5.665557 -0.415065  0.460
H: 5.167757 5.978217 -2.750366  0.345
H: 5.437800 4.301193 -3.309562  0.303
H: 5.587449 4.726356 -1.617659  0.380
C: 3.556093 1.468199 -0.119046  -0.235
C: 4.530864 1.173973 1.029269  -1.311
C: 3.975938 0.342428 2.191052  -0.379
C: 2.594043 0.815643 2.655185  -0.151
P: 1.874086 -0.200758 4.035115  0.553
C: 1.553186 -1.781072 3.242017  0.606
C: 0.919123 -2.769819 4.231453  -0.994
C: -0.596391 -2.941776 4.122388  -0.672
C: -1.054251 -3.338364 2.692657  -0.953
C: 0.342659 0.693925 4.491178  -0.937
C: 0.448219 2.160159 4.907078  -0.208
C: -0.861523 2.714839 5.436252  -0.523
C: -0.937358 4.243442 5.492636  -1.287
C: 2.871850 -0.351645 5.541363  -1.092
C: 4.281800 -0.913369 5.340039  -1.123
C: 4.657932 -1.891619 6.481736  -0.603
C: 4.899429 -1.093277 7.749532  -1.240
H: 4.138950 1.891217 -0.948671  0.494
H: 2.812167 2.221671 0.129534  -0.236
H: 3.157669 0.600599 -0.645769  0.231
H: 5.124107 2.030898 1.361121  0.382
H: 5.327685 0.604237 0.537996  0.467
H: 4.701368 0.337275 2.997907  0.039
H: 3.865963 -0.631315 1.707835  0.238
H: 1.894189 0.774247 1.812963  -0.305
H: 2.533750 1.881098 2.898558  0.647
H: 2.415236 -2.280187 2.803718  0.663
H: 0.824948 -1.652116 2.438728  -0.748
H: 1.131562 -2.672189 5.304006  0.243
H: 1.341259 -3.778303 4.160502  0.584
H: -1.226860 -2.095140 4.406715  0.132
H: -0.922240 -3.775213 4.745598  0.491
H: -2.042843 -3.802901 2.644013  0.518
H: -0.415071 -4.168071 2.373549  0.352
H: -1.092094 -2.505098 1.989276  0.015
H: -0.228789 0.115114 5.222216  0.611
H: -0.279001 0.648252 3.588803  0.459
H: 0.769220 2.783895 4.063378  -0.133
H: 1.240404 2.364872 5.635665  0.342
H: -1.093765 2.295138 6.416481  0.415
H: -1.658902 2.431096 4.737066  0.289
H: -1.843238 4.513718 6.034028  0.424
H: -1.020061 4.631423 4.479106  0.239
H: -0.103256 4.592602 6.102737  0.348
H: 2.207565 -0.936701 6.184069  0.780
H: 2.868767 0.625250 6.030295  0.817
H: 5.079792 -0.183375 5.178776  0.542
H: 4.473525 -1.439693 4.393633  0.524
H: 5.544327 -2.429964 6.146666  0.383
H: 3.877962 -2.596343 6.772002  0.267
H: 3.972524 -0.586843 8.043633  0.309
H: 5.647255 -0.299611 7.774598  0.354
H: 5.122707 -1.763309 8.582847  0.391
C: 1.650530 -2.703731 -3.983920  -0.638
N: 1.520700 -1.839133 -5.209159  0.253
C: 0.905466 -0.524015 -4.767840  -1.063
C: 2.896081 -1.581936 -5.774846  -1.017
C: 0.697401 -2.545693 -6.293115  -0.202
C: 0.883235 -2.078131 -7.733046  -0.889
O: 0.748358 -0.671852 -7.884073  -0.507
H: 0.778735 -2.665939 -3.328825  0.100
H: 2.467889 -2.385832 -3.339911  0.367
H: 1.769796 -3.726050 -4.334448  0.359
H: -0.059061 -0.631713 -4.282251  0.233
H: 0.777659 -0.024346 -5.729276  0.432
H: 1.639886 -0.021655 -4.146779  0.527
H: 3.287033 -2.534878 -6.122724  0.402
H: 3.530782 -1.080094 -5.052821  0.379
H: 2.730516 -0.949271 -6.645820  0.461
H: -0.297923 -2.429298 -5.866253  0.307
H: 1.025096 -3.585948 -6.322805  0.349
H: 0.117560 -2.508866 -8.376118  0.490
H: 1.900419 -2.359736 -7.997756  0.367
H: -0.130154 -0.395970 -8.156902  0.321
C: -4.910489 3.422113 -2.714114  -0.934
N: -4.566879 2.001246 -2.257612  0.138
C: -5.384787 1.075609 -3.083364  -0.684
C: -3.078920 1.862077 -2.492073  -0.979
C: -4.964451 1.808331 -0.806214  -0.056
C: -4.277334 2.738066 0.184518  -0.573
O: -4.337482 4.103442 -0.199266  -0.500
H: -5.880460 3.613860 -2.263050  0.394
H: -5.004361 3.449874 -3.797806  0.406
H: -4.169745 4.149270 -2.409074  0.366
H: -5.056194 0.045802 -2.952741  0.152
H: -5.312748 1.371560 -4.126812  0.371
H: -6.433118 1.117918 -2.793882  0.432
H: -2.588130 2.568218 -1.822890  0.293
H: -2.875479 2.263969 -3.480889  0.453
H: -2.745094 0.859762 -2.235519  0.264
H: -4.648819 0.793445 -0.549018  -0.087
H: -6.049896 1.754006 -0.754448  0.562
H: -3.220043 2.480858 0.339802  0.154
H: -4.775748 2.695658 1.159947  0.534
H: -4.301652 4.651874 0.589118  0.316
C: -3.936418 -4.784632 -3.424323  -0.807
N: -3.857358 -4.601322 -1.929270  0.037
C: -4.972267 -5.302275 -1.214438  -0.766
C: -2.533426 -5.172110 -1.491504  -0.936
C: -3.843331 -3.080083 -1.721729  -0.054
C: -3.553792 -2.650196 -0.302571  -0.319
O: -4.365765 -3.209860 0.711585  -0.554
H: -3.668716 -5.811375 -3.659385  0.394
H: -3.167330 -4.162004 -3.876900  0.331
H: -4.919568 -4.453699 -3.742551  0.366
H: -4.840794 -6.344453 -1.497459  0.397
H: -5.919896 -4.814809 -1.416242  0.326
H: -4.759852 -5.210991 -0.151842  0.368
H: -2.546621 -6.207262 -1.831486  0.430
H: -2.343631 -5.160066 -0.422688  0.403
H: -1.744402 -4.657276 -2.035934  0.405
H: -4.859044 -2.717630 -1.913368  0.274
H: -3.092145 -2.687375 -2.399393  -0.046
H: -3.366293 -1.593420 -0.102867  0.444
H: -2.580192 -3.129621 -0.114983  -0.019
H: -5.112947 -2.628322 0.896918  0.332

Force components x, y, z for each atom (eV/Å):
Cl 1.1 -0.5 -0.3
O 0.0 -0.5 0.2
O -0.9 1.1 1.1
O -0.4 0.6 -0.3
O -0.1 -0.6 -1.0
C -1.4 0.0 0.3
C -0.1 1.0 0.3
N 0.3 0.8 -1.2
C 0.9 0.2 0.4
C 0.1 -0.6 -0.1
N -1.3 0.0 -1.0
C -1.0 -0.3 1.3
C 1.3 -0.1 1.0
H 0.4 -0.2 -0.4
H 0.6 0.0 0.0
H 0.0 0.1 -0.1
H 0.6 0.1 0.2
H 0.2 -0.7 0.1
H 0.2 -0.2 -0.3
H -0.2 0.1 -0.2
H 0.1 -0.1 0.0
H -0.5 0.0 -0.2
H -0.3 0.0 -0.1
H 0.2 0.0 -0.2
C 1.0 0.7 -0.5
C 0.7 -0.3 -0.7
C -0.3 0.4 -1.1
C -0.1 0.1 0.5
P 0.3 1.5 -1.0
C -0.8 -0.9 1.0
C -0.7 -1.2 1.2
C -1.2 -0.5 -1.2
C 0.1 -0.6 0.3
C -0.4 -0.6 -0.5
C 0.9 0.7 0.0
C -0.8 0.1 -0.5
C 0.0 -0.9 0.7
C -0.1 0.6 -0.8
C 0.5 -1.6 -0.3
C 0.7 1.3 0.0
C -0.3 0.0 1.2
H 0.1 0.4 0.2
H -0.4 -0.3 0.0
H -0.5 -0.2 0.8
H -0.7 0.4 0.1
H 0.0 -0.4 0.3
H 0.0 -0.3 0.0
H 0.0 -0.4 0.7
H -0.2 -0.6 0.1
H 0.5 -0.1 0.5
H 0.4 0.6 0.0
H 0.2 0.4 -0.1
H 0.2 1.0 -0.1
H 0.1 0.1 -0.8
H 0.5 0.3 0.3
H 0.3 0.1 0.3
H -0.2 0.3 0.5
H 0.3 0.4 -0.5
H 0.4 -0.1 -0.1
H 0.3 -0.1 0.2
H 0.0 0.0 -0.1
H -0.2 -0.2 -0.2
H -0.1 -0.4 0.2
H 0.0 -0.1 -0.1
H 0.0 -0.4 0.2
H 0.0 0.1 -0.1
H 0.5 0.4 0.1
H 0.1 0.5 -0.5
H 0.4 -0.4 0.1
H 0.1 0.1 -0.2
H -0.4 0.6 0.9
H -1.1 -0.3 0.0
H 0.0 -0.2 0.3
H -0.1 -0.2 -0.7
H -0.1 -0.1 0.0
H 0.3 -0.2 -0.6
H 0.1 0.1 0.0
C -0.3 -0.6 0.0
N 0.6 0.1 0.7
C 0.4 -0.1 -1.7
C -0.7 0.2 -0.5
C -0.3 0.1 0.8
C -0.7 1.2 0.4
O 0.7 0.4 0.4
H -0.3 0.2 -0.5
H 0.3 0.1 -0.4
H 0.4 0.0 0.2
H 0.2 -0.4 0.2
H 0.0 0.5 0.3
H -0.2 0.0 0.2
H 0.3 0.0 0.3
H 0.0 -0.2 0.1
H 0.3 0.2 0.1
H -0.3 -0.4 -0.5
H -0.2 -0.1 0.4
H 0.4 -0.8 0.1
H -0.2 0.0 -0.7
H -0.1 -0.3 -0.2
C -0.8 -0.3 -0.1
N 0.2 1.3 -0.2
C 0.0 -0.4 -0.3
C -0.5 0.4 0.7
C 0.7 -0.6 0.1
C 0.1 0.9 0.7
O 0.0 0.0 -0.4
H 0.1 0.5 -0.1
H 0.0 -0.3 0.0
H -0.1 -0.2 0.3
H 0.2 0.1 0.0
H 0.1 -0.1 0.0
H 0.1 0.3 0.1
H -0.1 -0.1 0.2
H 0.0 -0.7 -0.3
H 0.1 -0.1 -0.4
H 0.2 0.0 0.0
H 0.0 0.7 -0.1
H -0.2 -0.4 -0.1
H 0.0 -0.8 -0.2
H -0.1 0.1 0.0
C 0.3 0.0 0.5
N 1.0 1.3 0.0
C 1.0 -0.1 0.4
C -0.1 -0.6 -0.7
C -1.5 0.1 0.8
C 2.1 -1.4 1.2
O -0.6 0.3 -0.4
H -0.6 -0.1 -0.1
H -0.1 0.1 0.0
H -0.1 -0.3 -0.2
H -0.8 0.0 -0.1
H -0.1 -0.3 -0.4
H -0.1 0.0 -0.1
H 0.1 0.0 0.2
H -0.4 0.2 0.0
H 0.0 0.1 0.1
H 0.1 -0.2 -0.8
H -0.1 0.2 0.0
H -0.2 0.1 -0.8
H 0.0 0.6 0.3
H 0.0 -0.1 0.1

## Properties
ΔE to the lowest compared entry with this formula, charge and spin = 0.0 kcal/mol
Charge = +4
2S+1 = 1
Lowest unoccupied orbital energy = -7.94 eV
Orbital gap = 9.82 eV
Highest occupied orbital energy = -17.758 eV
Total energy = -3063.575424 a.u.
M = 782.57 g/mol



[3]
Here is the molecule CH4N2OS in a non-equilibrium geometry from the OMol25 dataset. Energies are from ωB97M-V with the def2-TZVPD basis set.

Each line ends with the Mulliken charge.
CARTESIAN COORDINATES (ANGSTROEM)
N: -1.353223 0.024439 0.194467  -0.391
C: -0.291109 0.727407 -0.243679  0.587
O: -0.398106 1.916218 -0.519885  -0.628
N: 0.971481 0.140639 -0.235336  -0.252
S: 1.247602 -1.480805 0.092160  -0.210
H: -1.355627 -1.009308 0.140241  0.212
H: -2.222606 0.489704 0.101595  0.245
H: 1.640872 0.573959 -0.862973  0.289
H: 1.760716 -1.382253 1.333411  0.147

Force components x, y, z for each atom (eV/Å):
N 0.4 -2.5 0.1
C 0.2 2.0 0.2
O 0.3 -0.6 -0.3
N 0.0 -0.3 -0.4
S 0.1 -0.5 0.0
H 0.1 1.2 0.2
H -0.6 0.4 -0.1
H -0.3 0.2 0.3
H -0.1 0.1 0.0

## Properties
ΔE to the lowest compared entry with this formula, charge and spin = 0.5 kcal/mol
Structure (SMILES) = NC(=O)NS
Charge = 0
2S+1 = 1
Lowest unoccupied orbital energy = 0.70 eV
Orbital gap = 10.50 eV
Highest occupied orbital energy = -9.805 eV
Total energy = -623.458459 a.u.
M = 92.12 g/mol